*1*
The following is a quantum chemistry calculation of a molecular structure, C6H7NO, from the OMol25 dataset.

Its orbital gap is 9.2348 eV. The calculation puts the highest occupied orbital energy at -8.64 eV.

CARTESIAN COORDINATES (ANGSTROEM)
1 C -1.19516 -3.03740 0.46327
2 C -0.40391 0.37340 0.18080
3 C 0.26985 0.65108 -1.22532
4 C 1.21453 1.59627 -1.15244
5 C 1.13668 2.16172 0.21326
6 C 0.32392 1.34150 0.97580
7 H 0.01427 -3.74435 0.67730
8 H -2.05568 -3.74538 0.44602
9 H -1.49464 0.57554 0.05541
10 H 0.26585 -0.16086 -2.07495
11 H 1.86147 1.81905 -1.95889
12 H 1.76524 2.93719 0.57900
13 H -0.08333 1.96182 1.91335
14 N -1.42233 -1.77490 0.31324
15 O -0.19677 -0.95469 0.59414

Atom charges from the Mulliken analysis, given in e for atoms 1 to 2:
1 C -0.23
2 C 0.87

=====

*2*
The following is a quantum chemistry calculation of C6H7NO in the gas phase, from the OMol25 dataset.

Its orbital gap (spin up / spin down) is 8.1031 / 7.5933 eV. The calculation puts the highest occupied orbital energy (spin up / spin down) at -8.30 / -7.71 eV.

CARTESIAN COORDINATES (ANGSTROEM)
1 C -2.05207 -0.15753 0.17619
2 C -0.99537 -0.87794 -0.49495
3 C 2.02777 0.15377 0.80060
4 C -0.00500 0.15113 -0.89901
5 C -0.66483 1.46729 -0.18084
6 C 1.46482 -0.21188 -0.50348
7 N -1.76387 1.13334 0.37451
8 O 2.53056 0.61196 -0.44154
9 H -2.91059 -0.51292 0.67063
10 H -0.49448 -1.63304 0.13441
11 H -1.40983 -1.37967 -1.53677
12 H 1.44762 0.80572 1.40368
13 H 2.60477 -0.58411 1.42458
14 H 0.00647 0.29375 -1.94038
15 H -0.17777 2.34956 -0.10668

Atom charges from the Mulliken analysis, given in e for atoms 1 to 2:
1 C -0.42
2 C -0.39

=====

Order of stability, best first: *1*, *2*

=====

*1*
The following is a quantum chemistry calculation of a molecular structure, C2H6NP, from the OMol25 dataset.

Its orbital gap is 9.4871 eV. The calculation puts the highest occupied orbital energy at -9.03 eV.

CARTESIAN COORDINATES (ANGSTROEM)
1 C 0.68327 0.65695 -0.29545
2 C -0.73810 0.81143 -0.01453
3 N 1.36672 -0.16072 0.36584
4 P -1.44342 -1.33559 0.45619
5 H 1.05584 1.28255 -1.18446
6 H -0.88437 1.21564 0.93845
7 H -1.30865 1.17587 -0.81315
8 H 2.32784 -0.44626 -0.00719
9 H -0.43868 -1.61564 1.22824
10 H -0.62044 -1.58423 -0.67394

Atom charges from the Mulliken analysis, given in e for atoms 1 to 2:
1 C 0.13
2 C -0.95

=====

*2*
The following is a quantum chemistry calculation of 2 unconnected molecules or ions with the total composition C2H6NP, from the OMol25 dataset.

Its orbital gap (spin up / spin down) is 8.5555 / 8.5568 eV. The calculation puts the highest occupied orbital energy (spin up / spin down) at -8.31 / -8.31 eV.

CARTESIAN COORDINATES (ANGSTROEM)
1 C 1.36934 0.09755 -0.00766
2 C 0.36407 -0.78216 0.45312
3 N -1.19554 0.11962 -0.74416
4 P -2.38268 0.52631 0.17948
5 H 0.90041 0.89353 -0.62421
6 H 1.70193 0.63348 0.81402
7 H 2.24644 -0.30808 -0.56194
8 H -0.04870 -0.61490 1.41727
9 H 0.22563 -1.77211 -0.04957
10 H -3.18090 1.20676 -0.87635

Atom charges from the Mulliken analysis, given in e for atoms 1 to 2:
1 C -0.82
2 C -0.39

=====

Order of stability, best first: *1*, *2*

=====

*1*
The following is a quantum chemistry calculation of C2H6NP in the gas phase, from the OMol25 dataset.

As for the SMILES: PN1CC1. Its orbital gap is 10.5592 eV. The calculation puts the highest occupied orbital energy at -9.39 eV.

CARTESIAN COORDINATES (ANGSTROEM)
1 C 0.70652 -0.01103 -0.53966
2 C -0.57949 -0.63318 -0.89361
3 N -0.50886 0.70136 -0.32778
4 P -0.81186 0.90562 1.45487
5 H 1.24853 -0.57734 0.28143
6 H 1.46515 0.34098 -1.31116
7 H -0.89359 -0.73515 -2.02407
8 H -0.79646 -1.39659 -0.22107
9 H 0.29601 1.69970 1.48657
10 H -0.12596 -0.29438 2.09449

Atom charges from the Mulliken analysis, given in e for atoms 1 to 2:
1 C -0.37
2 C -0.29

=====

*2*
The following is a quantum chemistry calculation of 2 unconnected molecules or ions with the total composition C2H6NP, from the OMol25 dataset.

Its orbital gap (spin up / spin down) is 7.4964 / 8.5556 eV. The calculation puts the highest occupied orbital energy (spin up / spin down) at -7.31 / -8.25 eV.

CARTESIAN COORDINATES (ANGSTROEM)
1 C 1.28277 0.19636 -0.72807
2 C -1.23228 -0.54344 0.70761
3 N 0.89530 1.19481 0.10026
4 P 0.60776 -0.36215 0.97633
5 H -0.07924 -0.59706 -2.19315
6 H 1.97459 0.01365 -1.49352
7 H -1.52560 -1.15300 -0.12524
8 H -1.84349 0.30027 0.78022
9 H -1.47729 -1.13480 1.63184
10 H 1.39749 2.08536 0.34373

Atom charges from the Mulliken analysis, given in e for atoms 1 to 2:
1 C -0.44
2 C -0.95

=====

*3*
The following is a quantum chemistry calculation of 2 unconnected molecules or ions with the total composition C2H6NP, from the OMol25 dataset.

Its orbital gap (spin up / spin down) is 6.2778 / 8.0764 eV. The calculation puts the highest occupied orbital energy (spin up / spin down) at -7.77 / -8.56 eV.

CARTESIAN COORDINATES (ANGSTROEM)
1 C -2.02632 -0.16908 -0.02040
2 C 2.19092 -0.78656 0.01590
3 N 0.73604 1.43876 0.40162
4 P 0.57864 -0.06782 0.03945
5 H -2.21075 -1.18404 -0.34286
6 H -2.31245 0.10063 0.97589
7 H -2.12670 0.55415 -0.81555
8 H 2.34360 -1.83809 -0.11625
9 H 2.89412 -0.07690 -0.38214
10 H -0.06710 2.02896 0.24434

Atom charges from the Mulliken analysis, given in e for atoms 1 to 2:
1 C -1.00
2 C -0.65

=====

Order of stability, best first: *1*, *3*, *2*

=====

*1*
The following is a quantum chemistry calculation of a molecular structure, C30H30AsN4O6Tl, from the OMol25 dataset.

Its orbital gap is 5.2048 eV. The charge is -2. The calculation puts the highest occupied orbital energy at -0.65 eV.

CARTESIAN COORDINATES (ANGSTROEM)
1 Tl 0.14179 -0.12985 -0.19257
2 C 0.81390 3.02130 -2.30382
3 C 0.68210 2.84937 -0.94975
4 C -0.49796 2.04731 -0.71561
5 C -1.08814 1.78835 -2.01639
6 C -0.27724 2.35430 -2.96760
7 H 1.61301 3.55664 -2.80061
8 H 1.31424 3.23345 -0.16555
9 H -1.07188 2.12589 0.20564
10 H -1.98426 1.20956 -2.18488
11 H -0.41566 2.29425 -4.03859
12 O 1.50217 -0.67638 1.95441
13 C 1.38654 -1.78610 2.56267
14 C 2.53645 -2.46667 3.07825
15 C 2.44565 -3.63003 3.80142
16 C 1.19998 -4.22373 4.05181
17 C 0.07428 -3.60866 3.54088
18 C 0.12711 -2.41915 2.80891
19 C -1.11430 -1.80282 2.33692
20 N -1.27012 -0.68067 1.64820
21 C -2.63056 -0.47439 1.50702
22 C -3.30920 -1.46314 2.11968
23 N -2.34210 -2.29652 2.65116
24 H 3.50054 -2.02253 2.85819
25 H 3.35038 -4.09863 4.17557
26 H 1.11871 -5.14154 4.61996
27 H -0.88375 -4.08775 3.72111
28 H -3.01416 0.35348 0.93754
29 H -4.35873 -1.68174 2.19069
30 H -2.51226 -3.18890 3.07290
31 C 3.99086 3.23831 1.96618
32 As 2.76803 1.71630 2.00905
33 C 3.46420 0.81631 0.46130
34 C 3.34172 0.95893 3.67839
35 O 1.23115 2.33383 2.06215
36 H 5.02104 2.91707 2.13540
37 H 3.69404 3.95301 2.73424
38 H 3.92017 3.71995 0.99031
39 H 4.55212 0.82034 0.55019
40 H 3.16696 1.39318 -0.41555
41 H 3.08568 -0.19958 0.37370
42 H 4.37000 0.60142 3.61061
43 H 2.67732 0.14735 3.95642
44 H 3.27483 1.76645 4.40714
45 O -3.95599 -1.99644 -1.05604
46 C -2.78582 -1.98254 -1.47308
47 O -1.87864 -1.13687 -1.25873
48 C -2.40450 -3.10766 -2.43011
49 C -3.33557 -3.53587 -3.36701
50 C -3.03249 -4.54877 -4.26972
51 C -1.80711 -5.18845 -4.19894
52 C -0.91345 -4.77679 -3.22741
53 C -1.15464 -3.72480 -2.36387
54 N 0.35502 -5.54687 -3.10328
55 O 0.66696 -6.27489 -4.03469
56 O 0.96617 -5.45861 -2.06748
57 H -4.30657 -3.05645 -3.37014
58 H -3.75587 -4.85420 -5.01652
59 H -1.54184 -6.00190 -4.85838
60 H -0.39587 -3.37533 -1.66071
61 N 1.32172 -1.67072 -0.95319
62 C 2.17935 -1.35840 -1.94187
63 C 2.30785 -0.13859 -2.67560
64 C 3.29737 0.06111 -3.62404
65 C 4.22120 -0.93113 -3.95053
66 C 4.08749 -2.15843 -3.29327
67 C 3.11370 -2.37759 -2.33919
68 H 1.59368 0.65073 -2.47929
69 H 3.34225 1.02564 -4.12475
70 H 4.99653 -0.76399 -4.68908
71 H 4.77084 -2.97093 -3.53046
72 H 3.03341 -3.34007 -1.84988

Atom charges from the Mulliken analysis, given in e for atoms 1 to 2:
1 Tl 1.32
2 C -0.38

=====

*2*
The following is a quantum chemistry calculation of a molecular structure, C30H30AsN4O6Tl, from the OMol25 dataset.

Its orbital gap is 5.5087 eV. The charge is -2. The calculation puts the highest occupied orbital energy at -1.59 eV.

CARTESIAN COORDINATES (ANGSTROEM)
1 Tl -1.66754 -0.68316 -0.15190
2 C -2.83397 2.11952 -1.54722
3 C -3.80957 1.17766 -2.20976
4 C -3.23611 0.57868 -3.26029
5 C -1.82780 1.00042 -3.34460
6 C -1.57494 1.86982 -2.35727
7 H -3.18276 3.14132 -1.81402
8 H -4.82373 1.05266 -1.85686
9 H -3.69951 -0.13272 -3.93076
10 H -1.11413 0.61733 -4.06278
11 H -0.62123 2.31306 -2.10798
12 O -0.79854 -1.58925 2.09238
13 C -0.50910 -2.28020 3.13890
14 C -1.34731 -2.26031 4.28920
15 C -1.01951 -2.91985 5.45468
16 C 0.16620 -3.64872 5.55539
17 C 0.99699 -3.70399 4.44709
18 C 0.68984 -3.05247 3.25578
19 C 1.62578 -3.20256 2.13211
20 N 2.91998 -3.47518 2.25998
21 C 3.38109 -3.66730 0.98172
22 C 2.36863 -3.50055 0.07975
23 N 1.26634 -3.19478 0.82545
24 H -2.26142 -1.68186 4.21355
25 H -1.69459 -2.86553 6.30386
26 H 0.42641 -4.16929 6.46896
27 H 1.92226 -4.26755 4.48157
28 H 4.41519 -3.90405 0.78412
29 H 2.31246 -3.56401 -0.99315
30 H 0.33606 -3.06859 0.43735
31 C 0.68947 0.96369 3.03566
32 As 1.41981 1.18923 1.27725
33 C 3.13894 0.32799 1.29382
34 C 1.75210 3.07546 1.09085
35 O 0.52716 0.63544 0.00020
36 H 1.51443 0.89808 3.74552
37 H 0.10154 0.04632 3.02980
38 H 0.05331 1.81829 3.25225
39 H 3.80715 0.80573 2.01083
40 H 3.55726 0.39077 0.28987
41 H 3.00497 -0.72002 1.55997
42 H 2.36675 3.42729 1.92034
43 H 0.79092 3.59088 1.09549
44 H 2.25991 3.25795 0.14449
45 O -0.58598 -4.25833 -3.30549
46 C -0.26848 -3.26734 -2.63045
47 O -0.33610 -3.10253 -1.38685
48 C 0.24380 -2.05172 -3.43031
49 C 0.75288 -0.93094 -2.78636
50 C 1.18011 0.17935 -3.50652
51 C 1.11664 0.18188 -4.88821
52 C 0.61217 -0.94886 -5.51855
53 C 0.17491 -2.06040 -4.81796
54 N 0.54500 -0.95724 -6.98549
55 O 0.01321 -1.90230 -7.53746
56 O 0.99525 0.00522 -7.58946
57 H 0.79515 -0.91075 -1.70641
58 H 1.53692 1.05325 -2.97609
59 H 1.43247 1.03094 -5.47551
60 H -0.21516 -2.93470 -5.31777
61 N -2.73179 1.94897 -0.11669
62 C -2.17516 2.95762 0.55226
63 C -1.66476 4.18073 0.00412
64 C -1.18935 5.20170 0.81347
65 C -1.14147 5.08752 2.19767
66 C -1.59125 3.88287 2.75799
67 C -2.07451 2.85879 1.97951
68 H -1.64469 4.32319 -1.06817
69 H -0.82776 6.11138 0.34092
70 H -0.76184 5.89009 2.81770
71 H -1.55677 3.74977 3.83620
72 H -2.42261 1.93618 2.43236

Atom charges from the Mulliken analysis, given in e for atoms 1 to 2:
1 Tl 1.38
2 C 0.21

=====

Order of stability, best first: *2*, *1*